[1]
{
  "formula": "C5H7N",
  "method": "the ωB97M-V functional and the def2-TZVPD basis",
  "smiles": "N#CC1CCC1",
  "total_energy_ev": -6787.17869,
  "multiplicity": 1,
  "species": ["N", "C", "C", "C", "C", "C", "H", "H", "H", "H", "H", "H", "H"],
  "xyz": [[-2.52, -0.44, 1.38], [0.98, -0.72, 0.07], [-0.09, -0.44, -1.06], [-0.70, 0.66, -0.16], [-1.74, 0.07, 0.70], [0.65, 0.70, 0.57], [-0.79, -1.20, -1.41], [1.29, 1.45, 0.09], [0.63, 0.87, 1.64], [-1.08, 1.60, -0.57], [0.65, -0.16, -1.78], [0.67, -1.53, 0.72], [2.04, -0.85, -0.20]],
  "mulliken_charge": [-0.47, -0.60, -0.79, 0.20, 0.14, -0.71, 0.37, 0.26, 0.35, 0.36, 0.30, 0.26, 0.34]
}

=====

[2]
{
  "formula": "C5H7N",
  "method": "the ωB97M-V functional and the def2-TZVPD basis",
  "total_energy_ev": -6783.62830,
  "multiplicity": 1,
  "species": ["N", "C", "C", "C", "C", "C", "H", "H", "H", "H", "H", "H", "H"],
  "xyz": [[-1.44, 1.94, -1.07], [1.60, 0.71, 0.10], [-1.58, -0.51, -0.30], [0.95, -0.63, 0.00], [-0.85, -0.94, 0.81], [-1.55, 0.84, -0.71], [-0.63, -0.26, 1.61], [1.43, 1.46, -0.70], [2.62, 0.27, -0.01], [1.09, -0.93, -1.06], [1.60, 1.21, 1.08], [-1.07, -1.96, 1.14], [-2.18, -1.20, -0.89]],
  "mulliken_charge": [-0.47, -0.88, -0.43, -0.29, -0.48, 0.46, 0.27, 0.34, 0.32, 0.25, 0.31, 0.30, 0.31]
}

=====

[3]
{
  "formula": "C5H7N",
  "method": "the ωB97M-V functional and the def2-TZVPD basis",
  "total_energy_ev": -6784.20081,
  "multiplicity": 1,
  "species": ["N", "C", "C", "C", "C", "C", "H", "H", "H", "H", "H", "H", "H"],
  "xyz": [[-1.69, 0.09, -0.06], [-0.64, -0.37, 0.82], [0.24, 1.41, -0.63], [1.05, 0.18, -0.77], [-0.72, 1.09, 0.44], [0.57, -0.98, 0.14], [0.31, -1.87, -0.44], [1.33, -1.28, 0.87], [-1.16, 1.86, 1.07], [-0.98, -0.72, 1.79], [-1.52, -0.15, -1.03], [1.38, -0.07, -1.77], [1.92, 0.71, -0.35]],
  "mulliken_charge": [-0.51, -0.09, -0.68, -0.40, -0.06, -0.64, 0.28, 0.31, 0.41, 0.41, 0.27, 0.40, 0.29]
}

=====

[4]
{
  "formula": "C5H7N",
  "method": "the ωB97M-V functional and the def2-TZVPD basis",
  "smiles": "CC1=CC1.C#N",
  "total_energy_ev": -6784.33030,
  "multiplicity": 1,
  "species": ["N", "C", "C", "C", "C", "C", "H", "H", "H", "H", "H", "H", "H"],
  "xyz": [[2.70, 0.40, 1.17], [-0.86, 0.24, -0.26], [-0.86, 1.53, 0.21], [-0.98, 0.33, 1.18], [2.66, -0.43, 0.38], [-0.68, -0.81, -1.31], [-1.08, -0.36, -2.31], [0.37, -0.88, -1.40], [-0.09, 0.07, 1.92], [-1.91, 0.27, 1.72], [-1.09, -1.77, -0.86], [-0.85, 2.59, -0.02], [2.66, -1.17, -0.43]],
  "mulliken_charge": [-0.35, 0.21, -0.37, -0.54, 0.11, -0.65, 0.27, 0.10, 0.13, 0.21, 0.28, 0.36, 0.25]
}

=====

[5]
{
  "formula": "C5H7N",
  "method": "the ωB97M-V functional and the def2-TZVPD basis",
  "total_energy_ev": -6780.51749,
  "multiplicity": 1,
  "species": ["N", "C", "C", "C", "C", "C", "H", "H", "H", "H", "H", "H", "H"],
  "xyz": [[-0.42, 0.28, 0.07], [1.39, -1.07, -1.35], [-1.69, 0.77, 0.85], [-1.09, 1.19, 2.01], [0.20, 0.77, 1.16], [0.06, -0.42, -1.48], [-1.22, 1.88, 2.77], [-2.75, 0.54, 0.52], [2.24, -0.69, -1.99], [1.73, -0.79, -0.36], [1.18, 0.63, 1.33], [-0.80, -0.88, -2.00], [1.17, -2.17, -1.53]],
  "mulliken_charge": [-0.05, -0.52, -0.38, -0.51, -0.41, -0.19, 0.36, 0.32, 0.26, 0.15, 0.50, 0.27, 0.20]
}

=====

[6]
{
  "formula": "C5H7N",
  "method": "the ωB97M-V functional and the def2-TZVPD basis",
  "smiles": "C#CCN1CC1",
  "total_energy_ev": -6784.99718,
  "multiplicity": 1,
  "species": ["N", "C", "C", "C", "C", "C", "H", "H", "H", "H", "H", "H", "H"],
  "xyz": [[-0.31, 0.21, 0.61], [2.60, -0.62, 0.05], [1.83, 0.27, -0.22], [0.56, 1.01, -0.25], [-1.73, 0.24, 0.36], [-0.91, -0.93, -0.03], [-2.10, 0.89, -0.44], [-2.34, 0.20, 1.26], [-0.72, -1.07, -1.10], [-0.92, -1.86, 0.54], [0.18, 1.10, -1.28], [0.66, 2.01, 0.16], [3.19, -1.45, 0.35]],
  "mulliken_charge": [-0.32, -0.07, -0.42, -0.37, -0.33, -0.41, 0.23, 0.23, 0.23, 0.23, 0.28, 0.33, 0.38]
}

=====

[7]
{
  "formula": "C5H7N",
  "method": "the ωB97M-V functional and the def2-TZVPD basis",
  "total_energy_ev": -6782.93799,
  "multiplicity": 1,
  "species": ["N", "C", "C", "C", "C", "C", "H", "H", "H", "H", "H", "H", "H"],
  "xyz": [[-1.86, 0.85, -0.40], [-1.96, -0.56, 0.07], [0.58, 0.09, -0.51], [1.94, 0.62, 0.08], [-0.46, -0.61, 0.47], [-0.60, 0.79, 0.00], [-0.13, -1.18, 1.32], [2.67, 0.68, -0.67], [-2.75, -0.88, 0.79], [-2.12, -1.29, -0.86], [1.84, 1.67, 0.35], [0.55, -0.09, -1.52], [2.30, -0.09, 0.88]],
  "mulliken_charge": [-0.60, -0.45, 0.13, -1.18, -0.56, 0.37, 0.37, 0.37, 0.30, 0.17, 0.33, 0.46, 0.29]
}

=====

[8]
{
  "formula": "C5H7N",
  "method": "the ωB97M-V functional and the def2-TZVPD basis",
  "smiles": "C#C[C@@H]1CN1C",
  "total_energy_ev": -6785.09263,
  "multiplicity": 1,
  "species": ["N", "C", "C", "C", "C", "C", "H", "H", "H", "H", "H", "H", "H"],
  "xyz": [[-0.06, -0.02, 0.58], [-0.97, -1.38, -2.40], [-0.14, -0.93, -1.64], [-0.33, 1.29, 1.11], [0.65, -0.20, -0.67], [1.20, -0.71, 0.64], [-0.68, 1.17, 2.14], [1.15, -1.76, 0.90], [2.07, -0.18, 1.04], [-1.73, -1.77, -3.03], [1.24, 0.62, -1.09], [0.50, 2.00, 1.09], [-1.16, 1.70, 0.53]],
  "mulliken_charge": [-0.22, 0.14, -0.72, -0.80, -0.24, -0.31, 0.28, 0.23, 0.29, 0.39, 0.36, 0.31, 0.29]
}

=====

What did the third record say?
{
  "formula": "C5H7N",
  "method": "the ωB97M-V functional and the def2-TZVPD basis",
  "total_energy_ev": -6784.20081,
  "multiplicity": 1,
  "species": ["N", "C", "C", "C", "C", "C", "H", "H", "H", "H", "H", "H", "H"],
  "xyz": [[-1.69, 0.09, -0.06], [-0.64, -0.37, 0.82], [0.24, 1.41, -0.63], [1.05, 0.18, -0.77], [-0.72, 1.09, 0.44], [0.57, -0.98, 0.14], [0.31, -1.87, -0.44], [1.33, -1.28, 0.87], [-1.16, 1.86, 1.07], [-0.98, -0.72, 1.79], [-1.52, -0.15, -1.03], [1.38, -0.07, -1.77], [1.92, 0.71, -0.35]],
  "mulliken_charge": [-0.51, -0.09, -0.68, -0.40, -0.06, -0.64, 0.28, 0.31, 0.41, 0.41, 0.27, 0.40, 0.29]
}